# 1
Formula: C2H6N2O
Source: the OMol25 dataset
Level of theory: ωB97M-V with the def2-TZVPD basis set

energy above the lowest of the compared OMol25 structures with the same formula, charge and spin	71.9	kcal per mole
lowest unoccupied orbital energy	0.8	eV
gap between HOMO and LUMO	0.3902	hartree
SMILES	NC/C=N\O
electronic energy	-7196.66917	eV

ORCA input file:
```
! wB97M-V def2-TZVPD RIJCOSX def2/J DEFGRID3
* xyz 0 1
N -1.6348 -0.6709 -0.2943
C -1.0151 0.3653 0.4932
C 0.2347 1.0253 -0.1049
N 1.3400 0.4345 -0.3202
O 1.4166 -0.9095 0.1395
H -2.1520 -0.2614 -1.1124
H -0.8982 -1.2537 -0.7016
H -1.7153 1.1712 0.7151
H -0.7600 -0.0741 1.5002
H 0.1952 2.0946 -0.3864
H 0.7434 -1.0898 0.8410
*
```

Löwdin charges, unit e, in atom order: -0.0147, -0.2984, -0.1600, -0.0027, -0.0940, 0.0958, 0.0645, 0.1040, 0.1156, 0.1127, 0.0772

=====

# 2
Formula: C39H40ClN6O3Pm
Source: the OMol25 dataset
Level of theory: ωB97M-V with the def2-TZVPD basis set

expectation value of S²	6.00
lowest unoccupied orbital energy (spin up / spin down)	-5.6 / -5.6	eV
gap between HOMO and LUMO (spin up / spin down)	0.2546 / 0.2555	hartree
electronic energy	-85244.49276	eV

ORCA input file:
```
! wB97M-V def2-TZVPD RIJCOSX def2/J DEFGRID3
* xyz 2 5
Pm 0.0389 -0.1976 0.1067
C -1.5668 -2.6201 2.0280
C -1.3250 -1.3961 2.9259
C 0.1338 -1.2877 3.2818
C 0.5469 -1.1791 4.6042
C 1.9004 -1.1908 4.9008
C 2.8019 -1.3321 3.8569
C 2.3059 -1.4057 2.5666
N 1.0064 -1.3701 2.2660
N -1.8000 -2.3007 0.6017
C -3.2065 -1.9065 0.3967
C -3.5284 -0.4384 0.5630
C -4.8589 -0.0708 0.7508
C -5.1847 1.2704 0.8464
C -4.1628 2.2047 0.7649
C -2.8688 1.7505 0.5793
N -2.5441 0.4576 0.4607
C -1.5150 -3.5255 -0.1666
C -0.0517 -3.7084 -0.5020
C 0.3841 -4.9485 -0.9690
C 1.7198 -5.1262 -1.2858
C 2.5855 -4.0580 -1.0906
C 2.0684 -2.8613 -0.6316
N 0.7710 -2.6646 -0.3636
H -2.4226 -3.1964 2.4123
H -0.6833 -3.2635 2.0847
H -1.9098 -1.4814 3.8427
H -1.6320 -0.4798 2.4092
H -0.1857 -1.0903 5.3903
H 2.2419 -1.1084 5.9200
H 3.8619 -1.3823 4.0395
H 2.9842 -1.5188 1.7307
H -3.8665 -2.4781 1.0647
H -3.5050 -2.1576 -0.6269
H -5.6271 -0.8243 0.8227
H -6.2065 1.5840 0.9909
H -4.3621 3.2624 0.8437
H -2.0463 2.4516 0.5311
H -2.0719 -3.5172 -1.1094
H -1.8533 -4.4183 0.3809
H -0.3183 -5.7589 -1.0904
H 2.0768 -6.0712 -1.6673
H 3.6389 -4.1578 -1.2928
H 2.7175 -2.0080 -0.4756
Cl 3.6415 5.5743 3.1513
C 2.5402 4.3077 2.7408
C 2.1269 3.4049 3.7359
C 1.2865 2.3735 3.4247
C 0.8080 2.1600 2.1012
O 0.0540 1.1582 1.8315
C 1.2212 3.1047 1.0979
C 0.7658 3.0374 -0.2385
N -0.0507 2.1418 -0.7331
C -0.6947 2.4068 -1.9373
C -0.8925 3.6896 -2.4239
C -1.6215 3.9374 -3.5872
C -2.2059 2.9114 -4.2780
C -2.0628 1.5869 -3.8170
C -2.6643 0.4965 -4.4767
C -2.4879 -0.7673 -3.9764
C -1.7155 -0.9304 -2.8217
N -1.1495 0.0571 -2.1558
C -1.3033 1.3174 -2.6400
C 2.0872 4.1640 1.4567
H 2.4808 3.5385 4.7458
H 0.9608 1.6791 4.1855
H 1.1248 3.8470 -0.8824
H -0.5066 4.5338 -1.8762
H -1.7350 4.9564 -3.9226
H -2.7942 3.1039 -5.1613
H -3.2618 0.6706 -5.3582
H -2.9309 -1.6271 -4.4519
H -1.5419 -1.9232 -2.4257
H 2.3937 4.8734 0.7039
C 3.5700 1.0654 1.0067
O 2.6824 0.7515 -0.0624
C 3.3487 0.9701 -1.3041
C 2.3876 0.7682 -2.4721
O 1.6717 -0.4497 -2.2720
C 1.5337 -1.1977 -3.4717
H 3.0216 0.9566 1.9383
H 4.4368 0.3970 0.9988
H 3.9182 2.0987 0.9314
H 4.1880 0.2639 -1.3844
H 3.7549 1.9908 -1.3338
H 2.9738 0.7306 -3.3962
H 1.6776 1.5991 -2.5446
H 2.5138 -1.4433 -3.8938
H 0.9537 -0.6451 -4.2177
H 1.0138 -2.1213 -3.2254
*
```

Löwdin charges, unit e, in atom order: 1.8230, -0.1557, -0.0969, -0.2921, 0.0030, -0.0223, -0.0264, -0.1324, 0.0137, -0.1958, -0.1167, -0.2523, 0.0038, -0.0208, -0.0189, -0.1076, 0.0223, -0.1357, -0.2526, 0.0081, -0.0157, -0.0217, -0.1445, 0.0041, 0.1360, 0.1292, 0.1328, 0.0835, 0.1256, 0.1230, 0.1184, 0.0985, 0.1394, 0.1296, 0.1256, 0.1228, 0.1184, 0.1025, 0.1207, 0.1463, 0.1283, 0.1250, 0.1194, 0.0995, 0.7088, -0.6663, -0.0617, 0.0071, -0.3532, -0.2420, -0.1516, -0.0701, -0.0398, -0.2350, 0.0081, -0.0390, -0.0064, -0.1313, 0.0296, -0.0168, -0.1319, 0.0015, -0.1543, -0.0577, 0.1181, 0.1149, 0.1397, 0.1152, 0.1208, 0.1253, 0.1319, 0.1179, 0.0967, 0.1210, -0.0696, -0.2819, -0.1593, -0.1608, -0.2875, -0.0691, 0.0732, 0.1119, 0.1071, 0.1425, 0.1453, 0.1425, 0.1146, 0.1099, 0.1032, 0.0844

=====

# 3
Formula: CH4IN4P
Source: the OMol25 dataset
Level of theory: ωB97M-V with the def2-TZVPD basis set

energy above the lowest of the compared OMol25 structures with the same formula, charge and spin	6.1	kcal per mole
lowest unoccupied orbital energy	0.6	eV
gap between HOMO and LUMO	0.3786	hartree
SMILES	Pc1nn[nH]n1.I
electronic energy	-24449.10763	eV

ORCA input file:
```
! wB97M-V def2-TZVPD RIJCOSX def2/J DEFGRID3
* xyz 0 1
P 1.0632 -0.2303 -1.8760
C -0.2460 -0.2889 -0.7033
N -1.3771 -0.8468 -1.1144
N -2.2273 -0.7392 -0.1852
N -1.5904 -0.1711 0.8361
N -0.3543 0.0560 0.5372
H 1.9856 0.0892 -0.8430
H 0.7910 1.0961 -1.9801
H -1.8439 -0.1383 1.8507
I 2.4680 0.5633 2.2922
H 1.3312 0.6099 1.1856
*
```

Löwdin charges, unit e, in atom order: 0.8866, -0.7608, -0.0087, 0.0174, -0.0321, -0.0153, -0.1341, -0.1132, 0.1925, 0.3999, -0.4321